# 1
Molecular formula: C4H8O3
Method: DFT, wB97M-V/def2-TZVPD

Structure (XYZ):
```
15
Properties=species:S:1:pos:R:3:mulliken_charge:R:1
C 1.101 0.473 -1.856 -1.41
C 0.411 0.220 -0.514 0.24
O -0.784 0.948 -0.385 -0.55
C 0.110 -1.258 -0.366 0.11
O -1.030 -1.669 -0.379 -0.52
H 2.054 -0.063 -1.921 0.38
H 1.296 1.543 -1.964 0.33
H 0.459 0.155 -2.685 0.33
H 1.084 0.506 0.304 0.33
H -1.493 0.308 -0.572 0.39
H 0.972 -1.946 -0.295 0.37
C -0.916 -0.107 2.416 -0.03
O 0.223 -0.503 2.338 -0.42
H -1.735 -0.570 1.837 0.21
H -1.194 0.735 3.077 0.26
```

Computed properties:
Frontier orbital gap, Eh: 0.40382
Net charge: 0
Relative energy (zero: lowest compared OMol25 entry of this formula, charge and spin), kcal/mol: 48.35
E_LUMO, eV: 0.818
Highest occupied orbital energy, eV: -10.17
Strongest force on any atom, eV/A: 0.556
Electronic energy, hartree: -382.88777
SMILES: C[C@@H](O)C=O.C=O

=====

# 2
Molecular formula: C25H50ClO14P
Method: DFT, wB97M-V/def2-TZVPD

Structure (XYZ):
```
91
Properties=species:S:1:pos:R:3:mulliken_charge:R:1
C 0.629 4.030 -2.711 -0.82
C 1.656 3.316 -2.189 -0.08
C 1.546 2.650 -0.846 -0.83
P 2.284 0.938 -0.841 0.88
C 4.060 1.690 -0.758 -1.28
C 5.122 0.745 -1.334 -0.23
C 5.954 1.328 -2.463 -0.80
Cl 4.916 1.961 -3.781 -0.19
C 0.576 0.059 -0.930 -1.03
C 0.141 -0.475 -2.324 -0.03
C 0.323 0.462 -3.484 0.44
O -0.634 1.026 -4.002 -0.64
O 1.568 0.636 -3.962 -0.30
H 0.121 4.811 -2.159 0.31
H 0.337 3.850 -3.740 0.20
H 2.596 3.253 -2.724 0.27
H 2.123 3.220 -0.107 0.53
H 0.514 2.688 -0.523 0.25
H 2.716 0.181 -1.968 -0.32
H 2.522 0.356 0.432 0.06
H 4.162 2.658 -1.247 0.59
H 4.295 1.861 0.293 0.40
H 4.691 -0.195 -1.689 0.10
H 5.824 0.506 -0.536 0.37
H 6.581 2.127 -2.088 0.36
H 6.558 0.548 -2.910 0.41
H 0.661 -0.817 -0.285 0.61
H -0.248 0.646 -0.531 0.07
H 0.598 -1.447 -2.505 -0.14
H -0.927 -0.648 -2.282 0.46
H 1.508 1.142 -4.781 0.31
C -3.257 5.434 3.009 -1.27
C -4.292 4.337 2.879 -0.08
O -4.474 3.931 1.514 -0.39
C -3.525 3.138 1.023 0.81
O -2.565 2.725 1.619 -0.60
O -3.822 2.876 -0.249 -0.37
C -2.837 2.090 -0.923 -0.49
H -3.509 6.273 2.360 0.31
H -3.204 5.785 4.039 0.39
H -2.270 5.078 2.716 0.32
H -5.261 4.705 3.210 0.35
H -4.043 3.474 3.496 0.26
H -2.624 1.173 -0.375 0.30
H -1.924 2.670 -1.058 0.18
H -3.239 1.835 -1.899 0.29
C -6.483 1.011 3.560 -1.03
C -7.491 1.086 2.434 -0.19
O -8.824 0.818 2.893 -0.34
C -9.414 1.819 3.540 0.77
O -8.945 2.906 3.751 -0.56
O -10.624 1.408 3.920 -0.35
C -11.349 2.361 4.700 -0.63
H -6.555 0.054 4.078 0.35
H -5.470 1.129 3.172 0.25
H -6.660 1.793 4.298 0.29
H -7.278 0.320 1.691 0.30
H -7.455 2.051 1.929 0.31
H -11.407 3.320 4.191 0.29
H -10.881 2.481 5.675 0.29
H -12.350 1.960 4.828 0.22
C 3.157 -3.203 -4.357 -0.76
C 1.918 -3.921 -4.844 -0.22
O 2.005 -5.336 -4.619 -0.36
C 1.795 -5.719 -3.363 0.80
O 1.526 -5.000 -2.435 -0.59
O 1.935 -7.042 -3.305 -0.36
C 1.815 -7.589 -1.990 -0.61
H 4.051 -3.636 -4.807 0.40
H 3.109 -2.144 -4.612 0.29
H 3.260 -3.290 -3.276 0.01
H 1.810 -3.798 -5.919 0.33
H 1.016 -3.525 -4.377 0.26
H 0.884 -7.277 -1.520 0.29
H 2.663 -7.287 -1.378 0.28
H 1.818 -8.669 -2.101 0.23
C 6.179 -3.254 4.468 -1.11
C 6.779 -2.975 3.107 -0.15
O 6.016 -3.579 2.053 -0.40
C 4.893 -2.946 1.726 0.75
O 4.486 -1.924 2.213 -0.57
O 4.293 -3.639 0.760 -0.35
C 3.024 -3.112 0.366 -0.27
H 6.051 -4.327 4.614 0.30
H 6.824 -2.864 5.255 0.36
H 5.198 -2.789 4.566 0.31
H 7.771 -3.419 3.039 0.30
H 6.884 -1.906 2.926 0.28
H 3.104 -2.059 0.107 0.01
H 2.296 -3.248 1.165 0.40
H 2.697 -3.672 -0.507 0.17
```

Computed properties:
Frontier orbital gap, Eh: 0.31710
Net charge: 0
E_LUMO, eV: 0.587
Highest occupied orbital energy, eV: -8.04
Strongest force on any atom, eV/A: 2.062
Electronic energy, hartree: -2837.40046
SMILES: C=CC[PH2](CCCCl)CCC(=O)O.CCOC(=O)OC.CCOC(=O)OC.CCOC(=O)OC.CCOC(=O)OC

=====

# 3
Molecular formula: C30H50BClN2O8P2S
Method: DFT, wB97M-V/def2-TZVPD

Structure (XYZ):
```
95
Properties=species:S:1:pos:R:3:mulliken_charge:R:1
C -3.230 -0.564 2.485 -1.34
C -3.260 -1.766 3.508 2.18
C -4.754 -1.787 4.095 -1.68
C -2.331 -1.491 4.790 -1.12
C -3.034 -3.196 2.864 -1.99
C -1.832 -3.320 1.848 2.47
C -0.493 -2.616 2.308 -1.61
C -1.495 -4.887 1.758 -1.70
C -2.156 -2.872 0.379 -0.07
C -1.019 -2.844 -0.577 -0.53
C -1.125 -2.417 -1.963 -0.41
C -2.445 -1.988 -2.445 0.20
O -2.508 -1.540 -3.782 -0.53
C -2.637 -0.086 -3.721 -0.30
C -1.388 0.630 -4.407 -0.35
O -0.858 1.574 -3.482 -0.33
C 0.526 1.841 -3.714 -0.69
C 1.367 0.602 -3.137 -0.19
C 2.825 1.046 -2.621 0.26
C 3.837 0.023 -3.240 -0.47
P 4.020 0.461 -5.099 0.52
O 5.455 0.675 -5.477 -0.66
O 5.169 -0.059 -2.743 -0.36
S 5.643 1.216 -1.789 0.63
O 7.098 1.099 -1.718 -0.59
O 5.129 0.954 -0.224 -0.60
C 3.743 0.599 -0.092 1.40
C 3.431 0.902 1.454 -1.90
C 2.006 0.386 1.925 1.04
C 1.098 1.540 2.580 -1.09
C -0.390 1.538 2.012 -0.05
N -0.811 2.854 1.465 0.52
C -1.434 2.921 0.210 -0.59
C -1.652 4.361 0.008 -0.57
C -1.158 5.109 1.195 -0.79
C -0.646 4.082 2.095 -0.36
P 3.707 -1.337 -0.210 0.18
O 2.116 -1.845 -0.525 -0.35
Cl 4.152 -2.208 1.655 -0.27
C 2.736 1.300 -1.066 0.19
B 2.642 2.922 -0.862 0.92
N 3.740 3.821 -1.377 -0.61
O 1.581 3.541 -0.178 -0.33
C -3.582 -2.046 -1.547 -0.72
C -3.466 -2.483 -0.137 -0.19
H -2.313 -0.517 1.849 -0.09
H -3.383 0.408 3.019 0.53
H -4.118 -0.698 1.803 0.32
H -4.727 -2.516 4.958 0.45
H -5.061 -0.803 4.528 0.39
H -5.465 -2.206 3.335 0.36
H -2.940 -1.132 5.669 0.37
H -1.684 -2.367 5.044 0.29
H -1.687 -0.605 4.510 0.05
H -4.003 -3.520 2.404 0.41
H -2.833 -3.904 3.720 0.37
H -0.448 -1.515 2.116 -0.22
H -0.374 -2.796 3.412 0.37
H 0.407 -3.102 1.831 0.64
H -0.748 -5.097 0.945 0.31
H -1.204 -5.308 2.752 0.43
H -2.461 -5.373 1.428 0.41
H -0.020 -3.171 -0.214 0.31
H -0.205 -2.436 -2.598 0.54
H -3.602 0.208 -4.205 0.38
H -2.648 0.248 -2.651 0.10
H -1.759 1.084 -5.370 0.29
H -0.688 -0.199 -4.691 0.27
H 0.879 2.829 -3.323 0.31
H 0.703 1.866 -4.834 0.31
H 0.796 0.011 -2.378 -0.33
H 1.487 -0.089 -4.028 0.43
H 2.990 2.039 -3.143 0.42
H 3.373 -1.010 -3.193 0.63
H 3.283 1.685 -5.295 0.02
H 3.332 -0.523 -5.870 0.09
H 4.274 0.525 2.101 0.33
H 3.436 2.017 1.665 0.49
H 1.378 -0.050 1.108 -0.91
H 2.132 -0.438 2.686 0.79
H 1.009 1.270 3.671 0.32
H 1.561 2.554 2.503 0.58
H -1.080 1.299 2.862 -0.02
H -0.541 0.805 1.173 0.07
H -1.700 2.085 -0.467 0.50
H -2.106 4.870 -0.876 0.37
H -1.137 6.196 1.409 0.39
H -0.198 4.198 3.112 0.42
H 1.528 -1.102 -0.754 0.05
H 1.705 0.969 -0.722 -1.04
H 3.290 4.495 -2.001 0.18
H 4.193 4.304 -0.590 0.22
H 1.994 4.138 0.475 0.23
H -4.586 -1.747 -1.933 0.37
H -4.345 -2.520 0.549 0.36
```

Computed properties:
Frontier orbital gap, Eh: 0.30356
Net charge: 0
E_LUMO, eV: 0.026
Highest occupied orbital energy, eV: -8.23
Strongest force on any atom, eV/A: 4.713
Electronic energy, hartree: -3450.36150

=====

# 4
Molecular formula: C12H10N2
Method: DFT, wB97M-V/def2-TZVPD

Structure (XYZ):
```
24
Properties=species:S:1:pos:R:3:mulliken_charge:R:1
C -0.837 2.819 0.061 -1.17
N -0.145 1.549 -0.086 0.13
C 1.234 1.591 -0.124 0.26
C 2.007 0.498 0.029 -0.50
N 3.437 0.377 0.022 -0.77
C 3.610 -0.931 0.111 -0.07
C 2.381 -1.738 0.154 -1.13
C 1.355 -0.796 0.069 0.66
C -0.080 -0.873 0.074 0.59
C -0.759 -2.094 -0.185 -0.76
C -2.123 -2.175 -0.021 -0.78
C -2.807 -0.914 0.113 -0.18
C -2.233 0.318 0.171 -0.70
C -0.826 0.341 0.047 0.87
H -0.209 3.698 -0.062 0.36
H -1.564 2.902 -0.753 0.36
H -1.313 2.794 1.028 0.37
H 1.634 2.538 -0.491 0.37
H 4.647 -1.370 0.135 0.37
H 2.337 -2.763 -0.007 0.44
H -0.231 -2.975 -0.483 0.35
H -2.635 -3.103 -0.193 0.39
H -3.928 -0.876 0.123 0.28
H -2.952 1.184 0.268 0.24
```

Computed properties:
Frontier orbital gap, Eh: 0.28743
Net charge: 0
Relative energy (zero: lowest compared OMol25 entry of this formula, charge and spin), kcal/mol: 8.01
E_LUMO, eV: 0.130
Highest occupied orbital energy, eV: -7.69
Strongest force on any atom, eV/A: 3.154
Electronic energy, hartree: -572.75261
SMILES: Cn1cc2nccc-2c2ccccc21

=====

# 5
Molecular formula: C6H9N
Method: DFT, wB97M-V/def2-TZVPD

Structure (XYZ):
```
16
Properties=species:S:1:pos:R:3:mulliken_charge:R:1
C -1.654 -0.195 -1.046 -0.94
C -0.405 0.142 -1.742 -0.18
C 1.722 0.116 1.371 -1.28
C 0.395 -0.150 0.672 1.39
C -0.912 0.403 1.163 -0.42
C 0.473 -0.483 -0.717 -0.86
N -0.665 -0.689 1.733 -0.63
H -1.486 1.293 1.413 0.36
H 1.265 -1.159 -1.032 0.38
H -2.000 -1.216 -1.004 0.31
H -2.401 0.555 -0.827 0.39
H -0.227 1.208 -1.911 0.21
H -0.296 -0.388 -2.695 0.27
H 1.681 -0.156 2.425 0.39
H 1.985 1.174 1.298 0.24
H 2.525 -0.455 0.899 0.36
```

Computed properties:
Frontier orbital gap (alpha / beta), Eh: 0.29282 / 0.27921
Net charge: 0
Relative energy (zero: lowest compared OMol25 entry of this formula, charge and spin), kcal/mol: 139.23
E_LUMO (alpha / beta), eV: 0.184 / 0.085
Highest occupied orbital energy (alpha / beta), eV: -7.78 / -7.51
Strongest force on any atom, eV/A: 1.512
Electronic energy, hartree: -288.56016

=====

# 6
Molecular formula: C5H12N
Method: DFT, wB97M-V/def2-TZVPD

Structure (XYZ):
```
18
Properties=species:S:1:pos:R:3:mulliken_charge:R:1
C 3.711 0.184 -0.010 -0.78
C 0.858 -0.655 -0.072 -0.71
C -0.353 -0.481 0.309 0.45
C -1.623 1.543 -0.393 -0.97
C -1.178 0.707 0.805 -0.59
N -1.428 -1.607 -0.119 -0.38
H 3.595 0.164 1.127 0.31
H 3.406 -0.517 -0.775 0.31
H 1.363 -1.414 -0.674 0.29
H 4.224 1.066 -0.345 0.29
H -1.773 0.975 -1.312 0.32
H -0.813 2.260 -0.464 0.30
H -2.561 2.071 -0.266 0.34
H -1.996 0.154 1.310 0.27
H -0.596 1.136 1.567 0.45
H -1.647 -1.479 -1.176 0.38
H -2.186 -1.584 0.592 0.35
H -1.003 -2.523 -0.106 0.39
```

Computed properties:
Frontier orbital gap (alpha / beta), Eh: 0.24777 / 0.38569
Net charge: +1
Relative energy (zero: lowest compared OMol25 entry of this formula, charge and spin), kcal/mol: 150.65
E_LUMO (alpha / beta), eV: -5.383 / -3.674
Highest occupied orbital energy (alpha / beta), eV: -12.13 / -14.17
Strongest force on any atom, eV/A: 3.362
Electronic energy, hartree: -251.99105